DFT (ωB97M-V/def2-TZVPD) results for C30H28FFeN5O8 as an isolated structure.

Values from the calculation:
**Multiplicity**: 6
**Total charge**: +1
**Maximum force**: 0.7 eV Å⁻¹
**Orbital gap (alpha / beta)**: 6.9543 / 7.1074 eV
**Energy above the lowest of the compared OMol25 structures with the same formula, charge and spin**: 0.00 kJ/mol

Atoms and positions in Å:
1 Fe 0.134 0.042 -0.072
2 F 1.036 6.813 0.655
3 O 3.229 -0.537 -2.715
4 O 1.520 -2.608 2.670
5 O 0.971 -0.703 1.608
6 O -0.640 -5.810 -0.854
7 O -1.328 0.053 -1.443
8 O 1.535 -0.530 -1.272
9 O -2.578 -1.268 -2.768
10 O 0.945 1.965 -0.146
11 N 4.046 3.380 -2.404
12 N 3.224 7.878 -0.824
13 N 4.823 9.803 -0.659
14 N -1.168 1.043 1.424
15 N -0.668 -1.866 0.073
16 C -2.349 1.789 1.076
17 C 0.072 -2.714 0.790
18 C 3.616 5.625 -1.588
19 C 2.488 0.024 -1.933
20 C 2.783 8.767 0.245
21 C 1.898 2.343 -0.877
22 C 0.940 -1.992 1.806
23 C -3.539 1.560 1.749
24 C -3.447 3.409 -0.308
25 C 6.410 4.296 -2.565
26 C -2.303 2.708 0.036
27 C 6.367 3.017 -3.347
28 C 0.085 -4.058 0.511
29 C 4.492 9.500 -2.098
30 C 3.571 10.084 0.120
31 C -1.810 -1.086 -1.850
32 C 1.505 4.648 -0.078
33 C 3.310 4.259 -1.627
34 C -1.307 -2.257 -1.026
35 C 2.870 6.503 -0.825
36 C 3.689 2.083 -2.447
37 C -0.663 -4.492 -0.585
38 C -4.641 3.187 0.365
39 C 5.136 3.856 -3.229
40 C -1.355 -3.584 -1.385
41 C 3.261 8.580 -2.099
42 C 2.252 3.762 -0.860
43 C -4.684 2.255 1.390
44 C 1.804 5.978 -0.076
45 C 2.671 1.519 -1.733
46 H -3.414 4.114 -1.129
47 H 0.680 -4.746 1.093
48 H 0.671 4.277 0.502
49 H 2.985 8.296 1.205
50 H 2.347 9.166 -2.250
51 H -1.388 2.837 -0.524
52 H -1.155 -6.000 -1.646
53 H 3.846 10.493 1.088
54 H 4.804 4.393 -4.110
55 H 5.372 9.028 -2.531
56 H 4.465 5.994 -2.146
57 H 5.254 8.965 -0.262
58 H 3.330 7.878 -2.923
59 H 6.408 2.095 -2.785
60 H -1.882 -3.882 -2.283
61 H 3.028 10.843 -0.440
62 H -1.379 0.325 2.109
63 H -5.535 3.725 0.081
64 H -5.611 2.064 1.913
65 H 4.307 10.448 -2.599
66 H 6.455 4.206 -1.488
67 H 6.843 2.980 -4.316
68 H 4.263 1.434 -3.096
69 H 6.932 5.144 -2.986
70 H 1.717 9.004 0.204
71 H 5.491 10.570 -0.590
72 H -3.572 0.832 2.552
73 H -0.453 1.634 1.842

Atomic partial charges in e from the Löwdin method, atoms 1 to 4: number 1, Fe, carries 1.079; number 2, F, carries 0.073; number 3, O, carries 0.080; number 4, O, carries 0.096


DFT (ωB97M-V/def2-TZVPD) results for C22H41BN7PV as an isolated structure in a non-equilibrium geometry.

Values from the calculation:
**Multiplicity**: 4
**Total charge**: 0
**Maximum force**: 5.9 eV Å⁻¹
**Orbital gap (alpha / beta)**: 5.8100 / 8.6945 eV
**Energy above the lowest of the compared OMol25 structures with the same formula, charge and spin**: 0.00 kJ/mol

Atoms and positions in Å:
1 V -0.085 0.073 -1.482
2 P 0.449 0.349 1.804
3 N 0.235 1.652 -2.568
4 N 0.805 -1.042 -3.938
5 N -1.574 -0.327 -3.962
6 N 0.919 -1.177 -2.543
7 N 0.178 1.441 -3.963
8 N 0.221 0.090 0.208
9 N -1.779 -0.388 -2.594
10 C -1.066 1.634 3.800
11 C -2.203 -0.216 2.515
12 C 2.487 -1.586 2.161
13 C 0.174 -2.458 2.016
14 C 1.668 -2.301 -2.302
15 C 0.383 3.000 -2.381
16 C -1.227 0.969 2.424
17 C 0.909 -1.257 4.092
18 C 2.024 -2.869 -3.535
19 C 1.232 2.996 1.457
20 C -2.728 -0.584 -4.598
21 C 0.420 3.638 -3.629
22 C -2.826 -3.703 -0.177
23 C -1.840 1.975 1.428
24 C -3.706 -0.855 -3.643
25 C -3.075 -0.741 -2.397
26 C 1.026 -1.297 2.554
27 C 0.285 2.628 -4.583
28 C 2.435 1.752 3.265
29 C 1.469 -2.054 -4.524
30 C 2.943 1.316 0.853
31 C 1.819 1.639 1.860
32 B -0.162 0.031 -4.525
33 H 0.208 -2.513 0.919
34 H -2.478 -4.535 0.443
35 H 0.584 -3.398 2.421
36 H 1.494 -2.125 -5.600
37 H -3.210 0.171 2.733
38 H 0.264 2.662 -5.663
39 H 2.068 3.707 1.378
40 H -2.268 -0.758 1.561
41 H 0.423 3.410 -1.385
42 H 1.331 -2.195 4.493
43 H 1.880 -2.598 -1.291
44 H 2.987 0.850 3.564
45 H 3.205 -0.896 2.625
46 H 0.752 2.942 0.471
47 H 2.620 -1.576 1.069
48 H -2.063 1.912 4.180
49 H -3.470 -0.875 -1.401
50 H -3.350 -4.069 -1.065
51 H -1.227 2.869 1.279
52 H 2.598 -3.765 -3.689
53 H -2.762 -0.553 -5.679
54 H 1.690 2.000 4.034
55 H -0.154 0.012 -5.715
56 H -1.966 -3.107 -0.504
57 H 2.745 -2.598 2.515
58 H 3.660 2.149 0.893
59 H -0.135 -1.203 4.431
60 H 2.559 1.243 -0.172
61 H -3.496 -3.064 0.398
62 H -4.735 -1.091 -3.824
63 H -0.474 2.558 3.764
64 H 3.161 2.580 3.235
65 H -0.617 0.959 4.540
66 H 0.531 3.395 2.200
67 H 0.522 4.693 -3.819
68 H -1.957 -0.926 3.310
69 H 1.478 -0.428 4.539
70 H -0.873 -2.397 2.330
71 H -2.801 2.315 1.839
72 H 3.493 0.404 1.097
73 H -2.030 1.511 0.452

Atomic partial charges in e from the Löwdin method, atoms 1 to 4: number 1, V, carries 0.616; number 2, P, carries 0.956; number 3, N, carries -0.074; number 4, N, carries -0.005


DFT (ωB97M-V/def2-TZVPD) results for C18H23Br4CaCl3CsFLiMgN2O6S2 as an isolated structure in a non-equilibrium geometry.

Values from the calculation:
**Multiplicity**: 1
**Total charge**: +1
**Maximum force**: 6.0 eV Å⁻¹
**Orbital gap**: 2.2609 eV
**Energy above the lowest of the compared OMol25 structures with the same formula, charge and spin**: 248.16 kJ/mol

Atoms and positions in Å:
1 Cs 2.318 1.085 -4.359
2 Br 5.011 -1.006 -7.868
3 Br 2.032 1.088 4.479
4 Br 6.231 -1.936 -5.069
5 Br 3.079 -2.074 -5.565
6 Ca -1.133 0.340 1.161
7 Cl 3.499 -3.632 4.987
8 Cl 2.757 -1.362 3.307
9 Cl 2.358 4.581 3.740
10 S -6.422 1.272 -1.907
11 S -4.063 2.855 -1.117
12 Mg 3.668 -0.772 7.123
13 F 3.148 0.300 -2.648
14 O 4.775 4.826 0.223
15 O 3.235 4.044 1.631
16 O -4.077 -1.874 1.451
17 O 4.870 2.834 1.184
18 O 2.616 1.475 -0.125
19 O 0.378 -2.561 -1.626
20 N -4.877 0.236 -0.069
21 N 0.083 -2.254 2.729
22 C -0.164 -0.186 -1.547
23 C -3.790 -0.647 2.052
24 C -4.198 -0.883 -0.765
25 C 0.531 0.971 -1.109
26 C -1.279 2.561 -1.053
27 C 0.300 -1.493 -0.977
28 C -3.429 -1.842 0.173
29 C 0.317 -2.655 1.322
30 C -4.263 0.610 1.198
31 C 3.606 -1.892 4.715
32 C 0.685 -1.426 0.452
33 C 4.336 3.950 0.971
34 C -2.515 2.344 -1.959
35 C 1.322 -0.264 0.895
36 C -5.107 1.360 -0.955
37 C 0.085 2.342 -1.648
38 C 1.611 0.810 -0.119
39 C 4.845 -2.202 -6.371
40 Li 1.230 -1.415 -3.410
41 H -3.480 -2.867 -0.209
42 H 1.043 -3.473 1.231
43 H -4.997 -1.479 -1.227
44 H 0.121 2.447 -2.760
45 H 4.656 -1.616 4.629
46 H -2.329 -1.612 0.248
47 H -0.351 -1.332 2.673
48 H 3.140 -1.367 5.553
49 H -1.263 1.773 -0.327
50 H -3.555 -0.560 -1.598
51 H -0.989 -0.108 -2.261
52 H -0.662 -2.853 3.083
53 H -3.398 1.313 1.107
54 H -4.133 -0.566 3.085
55 H -2.660 -0.604 2.113
56 H -5.028 1.113 1.804
57 H -2.603 1.258 -2.103
58 H 4.937 -3.212 -6.747
59 H 1.619 -0.112 1.937
60 H -0.642 -3.035 0.930
61 H 0.758 3.087 -1.203
62 H -2.395 2.779 -2.955
63 H -1.398 3.521 -0.535

Atomic partial charges in e from the Löwdin method, atoms 1 to 4: number 1, Cs, carries 1.155; number 2, Br, carries 0.633; number 3, Br, carries -0.095; number 4, Br, carries 0.654


DFT (ωB97M-V/def2-TZVPD) results for a 2-piece molecular cluster, C3H9NO2 overall in a non-equilibrium geometry.

Values from the calculation:
**Multiplicity**: 1
**Total charge**: 0
**Maximum force**: 1.7 eV Å⁻¹
**Orbital gap**: 10.4445 eV
**Energy above the lowest of the compared OMol25 structures with the same formula, charge and spin**: 99.60 kJ/mol

Atoms and positions in Å:
1 O 0.573 1.190 2.213
2 O 0.702 0.122 -1.008
3 N -0.353 -1.391 0.199
4 C -0.034 -0.847 -1.014
5 C -0.206 2.162 1.469
6 C -0.379 -1.502 -2.326
7 H 0.300 1.234 3.118
8 H -1.171 -1.983 0.253
9 H -1.192 2.090 1.934
10 H 0.207 3.173 1.481
11 H -0.164 -0.853 1.028
12 H -1.319 -1.105 -2.702
13 H -0.170 1.798 0.441
14 H -0.442 -2.589 -2.272
15 H 0.448 -1.285 -2.993

Atomic partial charges in e from the Löwdin method, atoms 1 to 4: number 1, O, carries -0.140; number 2, O, carries 0.025; number 3, N, carries 0.156; number 4, C, carries -0.585


DFT (ωB97M-V/def2-TZVPD) results for C26H48ClPPd as an isolated structure in a non-equilibrium geometry.

Values from the calculation:
**Multiplicity**: 5
**Total charge**: 0
**Maximum force**: 3.2 eV Å⁻¹
**Orbital gap (alpha / beta)**: 6.8715 / 5.8423 eV
**Energy above the lowest of the compared OMol25 structures with the same formula, charge and spin**: 108.35 kJ/mol

Atoms and positions in Å:
1 Pd -0.236 0.171 2.274
2 Cl -2.623 0.286 1.934
3 P -0.018 0.251 -0.217
4 C -3.075 -2.339 -1.558
5 C 0.531 2.400 -2.188
6 C 0.048 2.044 -0.771
7 C 1.373 -0.620 -1.176
8 C 0.073 -2.792 3.017
9 C 0.831 2.882 0.238
10 C 0.244 3.881 -2.477
11 C -1.603 -0.327 -1.077
12 C 3.744 -1.304 -2.833
13 C -1.357 -2.915 3.629
14 C -3.517 -1.715 -2.889
15 C 1.234 -0.869 -2.689
16 C -1.999 0.273 -2.431
17 C -1.403 -2.357 5.048
18 C -0.487 -0.072 4.375
19 C 0.892 4.810 -1.444
20 C 0.618 4.383 0.003
21 C -1.628 -0.855 5.017
22 C -3.391 -0.189 -2.883
23 C 3.879 -0.888 -1.362
24 C 0.114 -1.785 1.979
25 C -1.690 -1.851 -1.102
26 C 2.733 0.025 -0.907
27 C -0.643 1.337 4.311
28 C 1.897 0.302 2.394
29 C 2.340 -1.814 -3.182
30 H -3.600 0.202 -3.894
31 H -1.669 -3.970 3.653
32 H -4.147 0.232 -2.211
33 H 3.999 -0.456 -3.475
34 H 0.046 1.789 -2.965
35 H -1.563 1.671 4.790
36 H 0.858 -2.508 3.768
37 H 2.195 -2.803 -2.717
38 H -2.945 -2.140 -3.724
39 H -0.484 -2.555 5.591
40 H 2.354 -0.627 2.008
41 H 0.258 -1.302 -2.949
42 H 0.324 -3.765 2.575
43 H 0.531 2.624 1.268
44 H 4.484 -2.079 -3.059
45 H 2.263 -1.946 -4.276
46 H 4.836 -0.366 -1.209
47 H 2.086 0.359 3.481
48 H 3.891 -1.788 -0.729
49 H -4.564 -1.990 -3.086
50 H -1.268 -0.026 -3.194
51 H 1.364 -1.614 -0.694
52 H -0.414 4.637 0.269
53 H -0.931 -2.242 -1.795
54 H 1.271 4.948 0.687
55 H 2.289 1.226 1.929
56 H -2.601 -0.605 4.577
57 H -1.019 2.331 -0.702
58 H -2.083 -2.349 3.031
59 H 0.173 2.031 4.053
60 H 2.850 0.254 0.159
61 H 0.608 4.147 -3.484
62 H 1.903 2.644 0.150
63 H -1.629 -0.459 6.033
64 H -1.460 -2.252 -0.102
65 H 1.612 2.225 -2.279
66 H 0.460 -2.117 0.981
67 H -2.349 0.038 -0.336
68 H -0.841 4.045 -2.477
69 H -2.203 -2.833 5.627
70 H 2.796 0.985 -1.444
71 H -1.998 1.375 -2.403
72 H -3.806 -2.100 -0.783
73 H 1.306 0.085 -3.232
74 H 0.532 5.837 -1.593
75 H 0.482 -0.555 4.418
76 H 1.971 4.844 -1.612
77 H -3.049 -3.434 -1.661

Atomic partial charges in e from the Löwdin method, atoms 1 to 4: number 1, Pd, carries 0.595; number 2, Cl, carries 0.060; number 3, P, carries 1.085; number 4, C, carries -0.188


DFT (ωB97M-V/def2-TZVPD) results for a 2-piece molecular cluster, C12H24N2O5PS2 overall in a non-equilibrium geometry.

Values from the calculation:
**Multiplicity**: 1
**Total charge**: +1
**Maximum force**: 4.5 eV Å⁻¹
**Orbital gap**: 8.9682 eV
**Energy above the lowest of the compared OMol25 structures with the same formula, charge and spin**: 288.94 kJ/mol

Atoms and positions in Å:
1 S -0.746 -3.137 -1.761
2 S 0.057 -5.562 -7.568
3 P -0.966 -2.109 -0.144
4 O 1.015 -5.592 -6.263
5 O -0.600 4.195 2.585
6 O -0.634 -4.125 -7.288
7 O 0.871 -5.450 -8.728
8 O -0.932 -6.573 -7.416
9 N 0.658 1.507 0.063
10 N -0.462 -0.422 -0.305
11 C 0.989 -4.320 -5.618
12 C 0.380 1.316 3.162
13 C 1.498 -0.413 1.551
14 C -1.016 0.582 -1.156
15 C 0.556 0.181 0.425
16 C -1.363 2.678 4.471
17 C -0.979 4.130 3.972
18 C 0.774 -0.199 2.976
19 C 0.669 4.833 2.383
20 C -0.313 1.840 -0.935
21 C -0.376 -3.738 -5.940
22 C -0.139 1.690 4.622
23 H -2.347 -2.145 0.252
24 H 1.292 2.224 0.433
25 H 1.789 -3.707 -6.041
26 H -0.238 4.596 4.685
27 H -0.400 -2.654 -5.840
28 H 1.351 4.817 3.276
29 H 2.529 0.025 1.518
30 H -0.426 1.665 2.445
31 H 1.283 1.966 2.960
32 H 1.489 -0.591 3.748
33 H 0.695 2.088 5.274
34 H -1.153 -4.178 -5.307
35 H 1.549 -1.525 1.333
36 H -1.878 0.422 -1.852
37 H -2.165 2.256 3.790
38 H -0.529 0.748 5.124
39 H 1.147 -4.432 -4.546
40 H -0.482 2.843 -1.392
41 H -1.928 4.752 4.073
42 H 1.235 4.306 1.544
43 H 0.498 5.888 1.999
44 H -0.166 -0.823 2.998
45 H -1.863 2.795 5.484
46 H -0.225 -2.647 0.953

Atomic partial charges in e from the Löwdin method, atoms 1 to 4: number 1, S, carries 0.186; number 2, S, carries 0.634; number 3, P, carries 0.367; number 4, O, carries -0.186


Number 1 is which compound?
C30H28FFeN5O8